{"formula": "C25H45BIrN11O2", "method": "wB97M-V/def2-TZVPD", "species": ["Ir", "C", "C", "C", "C", "N", "N", "B", "N", "N", "C", "C", "C", "C", "C", "C", "C", "C", "N", "N", "C", "C", "C", "C", "C", "C", "C", "C", "C", "C", "C", "C", "H", "H", "H", "H", "H", "H", "H", "H", "H", "H", "H", "H", "H", "H", "H", "H", "H", "H", "H", "H", "H", "H", "H", "H", "H", "H", "H", "H", "H", "H", "H", "H", "H", "H", "H", "H", "H", "H", "H", "H", "N", "N", "C", "N", "N", "N", "O", "O", "H", "H", "H", "H", "H"], "xyz": [[0.524, -0.362, -0.549], [-4.096, -0.174, 2.214], [-3.114, -0.751, 1.256], [-3.157, -1.950, 0.560], [-1.961, -2.036, -0.153], [-1.275, -0.915, 0.077], [-1.951, -0.138, 0.957], [-1.130, 0.936, 1.711], [-0.619, 1.990, 0.704], [0.293, 1.575, -0.200], [0.876, 2.624, -0.776], [0.289, 3.772, -0.237], [-0.634, 3.337, 0.703], [-1.494, 4.127, 1.628], [2.029, 2.471, -1.734], [1.576, 2.790, -3.166], [3.117, 3.482, -1.337], [2.637, 1.048, -1.667], [0.126, 0.211, 2.252], [0.997, -0.435, 1.411], [1.984, -0.973, 2.152], [1.728, -0.650, 3.487], [0.564, 0.088, 3.516], [-0.149, 0.674, 4.686], [3.178, -1.813, 1.728], [3.010, -3.202, 2.367], [4.443, -1.144, 2.290], [3.382, -1.999, 0.226], [-1.347, -3.166, -0.937], [-1.800, -4.497, -0.322], [-1.768, -3.131, -2.411], [0.176, -3.080, -0.777], [-5.009, -0.764, 2.203], [-3.699, -0.179, 3.230], [-4.345, 0.853, 1.952], [-3.946, -2.681, 0.597], [-1.759, 1.435, 2.584], [0.533, 4.796, -0.463], [-1.460, 5.179, 1.357], [-2.531, 3.793, 1.596], [-1.146, 4.031, 2.657], [1.182, 3.805, -3.218], [2.424, 2.723, -3.848], [0.803, 2.110, -3.517], [2.756, 4.505, -1.439], [3.443, 3.331, -0.307], [3.980, 3.369, -1.993], [2.557, 0.497, -2.600], [3.688, 1.081, -1.374], [2.267, 0.393, -0.822], [2.323, -0.929, 4.339], [0.386, 0.424, 5.599], [-0.207, 1.759, 4.610], [-1.164, 0.285, 4.767], [2.905, -3.138, 3.449], [2.131, -3.717, 1.973], [3.886, -3.813, 2.148], [4.413, -1.064, 3.376], [5.317, -1.738, 2.023], [4.573, -0.141, 1.879], [2.524, -2.449, -0.271], [3.655, -1.072, -0.275], [4.217, -2.685, 0.081], [-2.869, -4.645, -0.471], [-1.283, -5.324, -0.808], [-1.591, -4.537, 0.748], [-2.850, -3.024, -2.494], [-1.294, -2.315, -2.951], [-1.485, -4.063, -2.901], [0.484, -3.148, 0.265], [0.686, -3.858, -1.349], [0.638, -2.172, -1.273], [-3.374, 1.838, -1.002], [-3.505, 1.838, -2.399], [-2.683, 1.205, -3.237], [-2.998, 1.153, -4.524], [-1.594, 0.660, -2.627], [-0.693, 0.063, -3.374], [-0.700, -0.020, -4.583], [0.278, -0.472, -2.740], [-2.845, 1.016, -0.731], [-2.830, 2.653, -0.734], [-4.388, 2.190, -2.737], [-3.858, 1.556, -4.859], [-2.376, 0.695, -5.169]], "lowdin_charge": [1.389, 0.012, -0.239, 0.077, -0.199, -0.063, 0.032, -0.482, 0.047, -0.060, -0.197, 0.072, -0.247, 0.009, -0.497, -0.010, -0.026, -0.021, 0.051, -0.035, -0.182, 0.050, -0.230, 0.009, -0.528, -0.021, -0.026, -0.048, -0.513, -0.022, -0.005, -0.048, 0.097, 0.093, 0.091, 0.132, 0.129, 0.132, 0.097, 0.089, 0.096, 0.100, 0.106, 0.064, 0.092, 0.103, 0.102, 0.095, 0.108, 0.010, 0.131, 0.096, 0.092, 0.090, 0.091, 0.084, 0.100, 0.087, 0.100, 0.095, 0.043, 0.063, 0.106, 0.098, 0.101, 0.102, 0.102, 0.059, 0.104, 0.086, 0.128, 0.024, 0.098, 0.021, -0.344, 0.234, 0.158, -0.416, 0.102, -0.156, 0.048, 0.084, 0.163, 0.140, 0.106], "e_homo_ha": -0.534, "total_energy_ev": -50643.1727, "e_above_lowest_ev": 0.0901, "total_charge": 2}


{"formula": "CHClS2", "method": "wB97M-V/def2-TZVPD", "species": ["C", "S", "S", "Cl", "H"], "xyz": [[0.096, 0.233, -1.359], [1.669, 0.421, -1.411], [-1.447, 0.050, -1.454], [0.285, -0.864, 1.926], [-0.603, 0.160, 2.297]], "lowdin_charge": [-1.429, 0.675, 0.703, 0.177, -0.126], "e_homo_ha": -0.355, "total_energy_ev": -35245.8117, "e_above_lowest_ev": 0.2524}